1.
Here is a structure of composition C18H9Br4CaN3O5 in a non-equilibrium geometry from OMol25. Energies are from wB97M-V/def2-TZVPD.

Computed properties:
- strongest force on any atom (eV Å⁻¹) = 1.5
- frontier orbital gap (eV) = 4.844
- HOMO energy (eV) = -6.7
- charge = 0
- electronic energy (eV) = -332129.0456

```
40
Properties=species:S:1:pos:R:3:lowdin_charge:R:1
Ca 0.0005 -0.0479 -0.0104 1.441
O -2.9543 -5.6064 4.6517 0.094
N -1.9999 -4.8717 4.6344 -0.330
O -1.0874 -4.8954 5.4300 0.085
C -1.9036 -3.8808 3.4823 -0.042
C -2.9911 -3.8144 2.7269 0.065
C -3.0692 -2.8832 1.6295 -0.123
C -4.2106 -2.8252 0.8182 0.015
C -4.2597 -1.9238 -0.2057 -0.022
C -3.1591 -1.0805 -0.3801 -0.093
N -2.0719 -1.1091 0.3673 0.015
C -2.0040 -2.0352 1.3694 -0.118
C -0.7854 -2.1417 2.2021 -0.117
N 0.2608 -1.3260 1.9002 0.009
C 1.3795 -1.3962 2.5856 -0.074
C 1.5324 -2.2993 3.6433 -0.010
C 0.5007 -3.1259 3.9702 0.025
C -0.7192 -3.0658 3.2526 -0.049
H -3.8310 -4.4575 2.9509 0.135
H -5.0377 -3.4994 1.0084 0.130
H -5.1117 -1.8511 -0.8659 0.117
H -3.1782 -0.3441 -1.1768 0.126
H 2.1758 -0.7214 2.2889 0.131
H 2.4684 -2.3394 4.1826 0.120
H 0.6131 -3.8272 4.7756 0.106
Br 5.3830 -2.6538 -3.6096 0.688
C 4.3143 -1.5235 -2.5365 -0.768
C 4.8545 -0.4310 -1.8950 -0.771
Br 6.6898 -0.0125 -2.0583 0.686
C 4.0198 0.3821 -1.1024 -0.650
Br 4.6991 1.8810 -0.1597 0.724
C 2.6671 0.1326 -0.9483 -0.425
O 1.8777 0.9050 -0.1676 -0.382
C 2.0989 -1.0151 -1.6179 -0.439
O 0.7973 -1.2968 -1.4728 -0.366
C 2.9432 -1.8036 -2.3861 -0.651
Br 2.1315 -3.2986 -3.2158 0.734
O -0.4855 2.0093 0.8966 -0.137
H 0.4388 2.2787 0.7343 0.051
H -0.8123 2.5483 1.6204 0.071
```

2.
Here is a structure of composition C19H10BrF5N3ORhS from OMol25. Energies are from wB97M-V/def2-TZVPD.

Computed properties:
- strongest force on any atom (eV Å⁻¹) = 0.1
- frontier orbital gap (eV) = 6.323
- HOMO energy (eV) = -7.8
- energy relative to the best compared isomer or geometry (same formula, charge and spin) (eV) = 0.000
- charge = 0
- electronic energy (eV) = -123858.3604

```
41
Properties=species:S:1:pos:R:3:lowdin_charge:R:1
Rh -0.1599 0.0310 -0.3535 1.177
Br -5.5408 -2.0507 4.3085 0.731
C -4.3407 -1.6899 2.8892 -0.697
C -4.6894 -2.0611 1.5767 -0.101
C -3.8402 -1.8136 0.5379 0.011
C -2.5823 -1.1831 0.7336 -0.326
O -1.8408 -1.0249 -0.3110 -0.154
C -2.2453 -0.8040 2.0697 -0.131
C -1.0342 -0.1657 2.4451 -0.040
N -0.0924 0.2214 1.6425 -0.036
C 1.0939 0.8637 2.0901 -0.168
C 1.4356 1.1292 3.3907 0.006
C 2.6473 1.7831 3.6945 -0.055
C 3.5090 2.1693 2.7079 -0.020
C 3.1898 1.9089 1.3556 -0.141
C 4.0216 2.2790 0.2710 0.014
C 3.6441 1.9896 -1.0062 -0.014
C 2.4212 1.3263 -1.2264 -0.061
N 1.6364 0.9726 -0.2365 -0.020
C 1.9888 1.2507 1.0572 -0.144
C -3.1514 -1.0762 3.1278 -0.090
H -5.6410 -2.5433 1.3967 0.106
H -4.0985 -2.0898 -0.4750 0.126
H -0.9043 -0.0038 3.5123 0.125
H 0.7894 0.8441 4.2086 0.109
H 2.8865 1.9780 4.7309 0.111
H 4.4374 2.6722 2.9442 0.118
H 4.9520 2.7947 0.4734 0.125
H 4.2535 2.2601 -1.8556 0.116
H 2.0717 1.0859 -2.2219 0.110
H -2.8827 -0.7870 4.1360 0.109
F -2.2330 1.6957 0.3008 0.087
C -1.0964 1.7610 -0.4382 -0.425
F -0.3526 2.7643 0.1130 0.074
C -1.5090 2.2640 -1.8438 -0.602
F -2.1802 3.4191 -1.7112 0.160
F -2.2978 1.3999 -2.4627 0.174
F -0.4290 2.5077 -2.5900 0.149
S 0.2632 -0.6081 -5.0632 0.530
C 0.1381 -0.4389 -3.4675 -0.968
N 0.0551 -0.3266 -2.3033 -0.077
```

3.
Here is a structure of composition C19H10Cl5F2N3Pd in a non-equilibrium geometry from OMol25. Energies are from wB97M-V/def2-TZVPD.

Computed properties:
- strongest force on any atom (eV Å⁻¹) = 1.8
- frontier orbital gap (spin up / spin down) (eV) = 7.071 / 6.945
- HOMO energy (spin up / spin down) (eV) = -8.3 / -8.2
- energy relative to the best compared isomer or geometry (same formula, charge and spin) (eV) = 0.843
- charge = 0
- electronic energy (eV) = -95861.0819

```
40
Properties=species:S:1:pos:R:3:lowdin_charge:R:1
Pd 2.4627 2.3658 -1.2879 0.775
Cl 2.7740 0.8243 -4.4400 0.637
C 1.9746 2.3658 -4.3534 -0.715
C 1.8064 2.9908 -3.1238 -0.311
C 1.1602 4.2177 -3.1060 -0.710
Cl 0.9815 4.9938 -1.5479 0.635
C 0.6813 4.8271 -4.2556 -0.713
Cl -0.1217 6.3484 -4.1660 0.678
C 0.8618 4.1829 -5.4752 -0.701
Cl 0.2742 4.9099 -6.9220 0.682
C 1.5089 2.9494 -5.5278 -0.711
Cl 1.7298 2.1503 -7.0363 0.675
N -2.3776 -1.7507 2.5955 0.166
C -2.8070 -2.9400 3.1512 -0.190
C -3.9491 -3.2875 3.8717 -0.022
C -4.0436 -4.6037 4.2762 -0.091
C -3.0368 -5.5415 3.9738 -0.090
C -1.9124 -5.1835 3.2596 -0.013
C -1.8002 -3.8558 2.8422 -0.222
N -0.7897 -3.2349 2.1190 0.183
C -1.1710 -1.9981 1.9974 -0.280
C -0.3921 -0.9631 1.2925 -0.125
C -0.8141 0.3524 1.1906 -0.002
C -0.0230 1.2653 0.5173 -0.117
N 1.1389 0.9409 -0.0475 -0.031
C 1.5420 -0.3354 0.0486 -0.108
C 0.8160 -1.3080 0.7034 0.008
H -2.8633 -0.8737 2.6277 0.149
H -4.7240 -2.5673 4.1041 0.108
H -4.9114 -4.9235 4.8391 0.101
H -3.1536 -6.5634 4.3117 0.100
H -1.1348 -5.8996 3.0231 0.113
H -1.7469 0.6922 1.6236 0.109
H -0.3287 2.2997 0.4225 0.109
H 2.4831 -0.5726 -0.4236 0.109
H 1.1687 -2.3289 0.7650 0.118
F 4.2116 2.2614 0.6644 -0.014
C 4.4250 2.4055 -0.6729 -0.383
F 4.8826 3.6654 -0.8739 -0.014
H 5.2180 1.7222 -0.9604 0.108
```

4.
Here is a structure of composition C19H11BrN2O6SSe2Te2Ti in a non-equilibrium geometry from OMol25. Energies are from wB97M-V/def2-TZVPD.

Computed properties:
- strongest force on any atom (eV Å⁻¹) = 1.5
- frontier orbital gap (eV) = 5.150
- HOMO energy (eV) = -1.4
- energy relative to the best compared isomer or geometry (same formula, charge and spin) (eV) = 1.936
- charge = -2
- electronic energy (eV) = -284426.2444

```
45
Properties=species:S:1:pos:R:3:lowdin_charge:R:1
Ti 1.8413 0.8960 -1.2034 0.492
O 3.0257 -1.8339 1.7621 0.041
C 2.7855 -0.8144 1.1253 -0.573
O 3.0004 -0.5966 -0.1164 -0.173
C 2.1443 0.3927 1.7913 -0.146
C 1.8414 0.5731 3.1202 0.011
C 1.2609 1.7895 3.5030 -0.049
C 0.9721 2.7481 2.5568 -0.019
C 1.2611 2.4599 1.2264 -0.286
N 1.8858 1.3367 0.8869 0.052
C 1.0307 3.3209 0.0126 -0.642
O 0.6588 4.4716 0.0810 0.078
O 1.4236 2.6997 -1.0743 -0.346
H 2.0528 -0.2078 3.8364 0.113
H 1.0316 1.9672 4.5468 0.100
H 0.4902 3.6839 2.7991 0.121
Se 4.0856 1.6461 -1.8160 0.033
Te 4.6991 -0.0843 -3.4877 0.194
Te 2.4423 0.0588 -5.1197 0.155
Se 1.0282 1.4202 -3.5392 0.053
S -1.1018 1.5617 0.2896 0.782
C -2.8347 1.6661 0.2663 -0.681
C -3.5136 2.8828 0.0992 -0.133
C -4.8983 2.9246 0.0852 -0.138
C -5.6482 1.7639 0.2370 -0.157
C -4.9881 0.5510 0.4025 -0.137
C -3.6052 0.4995 0.4195 -0.146
H -2.9294 3.7855 -0.0275 0.093
H -5.4048 3.8747 -0.0532 0.083
H -6.7318 1.8004 0.2166 0.073
H -5.5597 -0.3642 0.5201 0.084
H -3.0895 -0.4436 0.5456 0.084
Br 1.7005 -6.6788 -2.3977 0.686
C 1.1175 -5.1436 -1.4420 -0.663
C 0.3631 -5.3164 -0.2931 -0.208
N -0.1022 -4.2916 0.4103 0.077
C 0.1774 -3.0641 -0.0143 -0.050
C 0.9272 -2.8095 -1.1591 -0.071
C 1.4254 -3.8754 -1.8916 -0.023
C 1.2109 -1.4016 -1.5593 -0.632
O 2.0720 -1.1328 -2.4013 -0.294
O 0.5283 -0.4823 -1.0066 -0.187
H 0.1146 -6.3074 0.0694 0.092
H -0.2084 -2.2377 0.5711 0.130
H 2.0171 -3.6884 -2.7779 0.127
```